Entry 1:
Density functional theory data (the ωB97M-V functional and the def2-TZVPD basis) for a molecular structure, C46H42N3O2P2PdSiTe.

Gap between HOMO and LUMO (alpha / beta) ... 6.024 / 5.428 eV
Spin multiplicity ... 3
Lowest unoccupied orbital energy (alpha / beta) ... 2.2 / 1.0 eV
HOMO energy (alpha / beta) ... -3.8 / -4.4 eV
Largest force on an atom ... 4.15 eV/Å
⟨S²⟩ ... 2.0510
Charge ... -1

Positions of all 98 atoms, in Å:
Pd (0.20, -0.45, -0.56)
C (2.32, -3.33, -4.00)
Si (1.10, -2.22, -3.11)
C (0.80, -0.62, -4.04)
C (-0.44, -3.40, -2.98)
N (1.75, -1.72, -1.61)
C (2.48, -2.51, -0.76)
C (2.50, -3.91, -0.56)
C (3.25, -4.49, 0.42)
C (4.00, -3.74, 1.30)
C (4.05, -2.35, 1.08)
C (3.40, -1.76, 0.08)
O (3.56, -0.36, -0.07)
C (3.80, 0.18, -1.28)
C (3.51, 1.55, -1.49)
C (3.74, 2.15, -2.73)
C (4.24, 1.44, -3.78)
C (4.52, 0.12, -3.62)
C (4.33, -0.53, -2.39)
H (1.85, -3.87, -4.87)
H (2.80, -4.12, -3.43)
H (3.13, -2.80, -4.40)
H (0.79, -0.74, -5.13)
H (1.54, 0.09, -3.74)
H (-0.13, -0.10, -3.75)
H (-0.13, -4.29, -3.58)
H (-1.35, -3.00, -3.42)
H (-0.54, -3.83, -2.01)
H (1.88, -4.55, -1.22)
H (3.29, -5.53, 0.57)
H (4.62, -4.20, 2.01)
H (4.68, -1.71, 1.70)
H (3.08, 2.20, -0.70)
H (3.56, 3.20, -2.82)
H (4.35, 2.03, -4.66)
H (4.92, -0.45, -4.47)
H (4.53, -1.55, -2.26)
Te (-2.86, 2.86, 1.49)
C (-3.53, 2.39, 3.48)
C (-4.49, 1.36, 3.58)
C (-4.86, 0.98, 4.87)
N (-4.31, 1.47, 5.96)
C (-3.43, 2.47, 5.85)
C (-2.99, 2.97, 4.65)
C (-1.67, 1.35, 0.92)
P (0.11, 1.32, 0.73)
C (0.80, 2.95, 0.09)
C (1.64, 3.90, 0.76)
C (1.98, 5.11, 0.08)
C (1.63, 5.33, -1.27)
C (0.81, 4.38, -1.90)
C (0.46, 3.22, -1.24)
C (0.81, 1.19, 2.38)
C (1.77, 0.12, 2.68)
C (2.73, 0.42, 3.82)
C (2.28, 1.18, 4.82)
C (0.98, 1.78, 4.74)
C (0.29, 1.88, 3.48)
P (-2.01, -0.02, -0.15)
C (-3.17, 0.54, -1.47)
C (-2.94, 1.79, -2.07)
C (-3.65, 2.27, -3.12)
C (-4.57, 1.43, -3.74)
C (-4.85, 0.21, -3.17)
C (-4.20, -0.16, -2.01)
C (-2.92, -1.51, 0.56)
C (-2.71, -2.74, -0.03)
C (-3.39, -3.90, 0.42)
C (-4.25, -3.81, 1.50)
C (-4.46, -2.55, 2.06)
C (-3.75, -1.40, 1.68)
H (-5.06, 0.95, 2.73)
H (-5.54, 0.15, 5.03)
H (-2.97, 2.82, 6.77)
H (-2.26, 3.71, 4.63)
H (1.99, 3.63, 1.77)
H (2.57, 5.90, 0.57)
H (1.90, 6.23, -1.71)
H (0.49, 4.51, -2.93)
H (-0.11, 2.44, -1.78)
H (2.35, -0.06, 1.75)
H (3.74, 0.03, 3.80)
H (2.86, 1.57, 5.62)
H (0.65, 2.23, 5.66)
H (-0.57, 2.57, 3.47)
H (-2.23, 2.44, -1.58)
H (-3.48, 3.27, -3.49)
H (-4.94, 1.64, -4.76)
H (-5.58, -0.48, -3.60)
H (-4.43, -1.14, -1.60)
H (-1.95, -2.86, -0.81)
H (-3.19, -4.77, -0.07)
H (-4.78, -4.71, 1.94)
H (-5.15, -2.42, 2.88)
H (-3.95, -0.45, 2.07)
O (0.45, -3.38, 3.48)
C (0.79, -2.25, 3.18)
N (1.13, -1.19, 2.88)


Entry 2:
Density functional theory data (the ωB97M-V functional and the def2-TZVPD basis) for 7 unconnected molecules or ions with the total composition C46H43ClNO26.

Gap between HOMO and LUMO ... 2.376 eV
Lowest unoccupied orbital energy ... -0.9 eV
HOMO energy ... -3.3 eV
Largest force on an atom ... 0.81 eV/Å
Charge ... -1

Positions of all 117 atoms, in Å:
C (7.48, 4.87, -1.84)
C (6.99, 3.68, -1.07)
O (7.79, 2.96, -0.47)
N (5.65, 3.38, -1.19)
C (5.43, 1.94, -0.99)
C (4.67, 4.05, -0.22)
Cl (5.38, 5.85, 0.16)
O (3.56, 4.28, -1.05)
C (2.53, 5.01, -0.43)
C (1.20, 4.77, -1.12)
C (1.33, 5.07, -2.63)
C (0.54, 3.40, -0.83)
C (0.61, 3.04, 0.65)
C (1.09, 2.24, -1.66)
H (8.08, 4.51, -2.68)
H (8.10, 5.48, -1.18)
H (6.65, 5.48, -2.19)
H (5.99, 1.38, -1.74)
H (5.72, 1.61, 0.01)
H (4.37, 1.75, -1.09)
H (2.49, 4.75, 0.64)
H (2.76, 6.08, -0.47)
H (0.52, 5.53, -0.71)
H (0.42, 5.53, -3.02)
H (1.53, 4.17, -3.21)
H (2.16, 5.75, -2.81)
H (-0.53, 3.50, -1.08)
H (1.65, 2.88, 0.96)
H (0.06, 2.12, 0.84)
H (0.19, 3.84, 1.27)
H (2.17, 2.20, -1.60)
H (0.69, 1.30, -1.27)
H (0.79, 2.29, -2.70)
C (-3.54, 2.77, 1.60)
C (-4.73, 3.09, 2.13)
C (-5.57, 2.09, 2.89)
O (-6.63, 2.49, 3.33)
C (-5.08, 0.74, 3.05)
C (-3.89, 0.42, 2.53)
C (-3.04, 1.43, 1.79)
O (-1.95, 1.05, 1.39)
O (-3.33, -0.78, 2.61)
O (-5.28, 4.29, 2.05)
H (-2.92, 3.47, 1.06)
H (-5.69, 0.03, 3.58)
H (-2.47, -0.71, 2.15)
H (-6.14, 4.22, 2.52)
C (3.01, -2.75, -2.09)
C (3.40, -3.74, -2.90)
C (4.35, -3.51, -4.06)
O (4.64, -4.50, -4.72)
C (4.83, -2.18, -4.32)
C (4.44, -1.18, -3.51)
C (3.50, -1.41, -2.34)
O (3.22, -0.43, -1.68)
O (4.82, 0.07, -3.66)
O (3.03, -5.01, -2.78)
H (2.33, -2.91, -1.26)
H (5.50, -2.03, -5.16)
H (4.43, 0.60, -2.93)
H (3.48, -5.48, -3.51)
C (-0.74, 6.39, 4.16)
C (-0.41, 5.12, 3.88)
C (1.01, 4.59, 4.04)
O (1.17, 3.42, 3.80)
C (2.04, 5.51, 4.47)
C (1.71, 6.78, 4.74)
C (0.29, 7.29, 4.61)
O (0.11, 8.46, 4.90)
O (2.56, 7.70, 5.15)
O (-1.25, 4.20, 3.45)
H (-1.75, 6.77, 4.05)
H (3.05, 5.13, 4.56)
H (2.03, 8.52, 5.26)
H (-0.72, 3.39, 3.31)
C (-6.82, -3.87, 2.13)
C (-7.46, -4.95, 2.61)
C (-8.82, -4.86, 3.27)
O (-9.31, -5.90, 3.69)
C (-9.45, -3.56, 3.40)
C (-8.81, -2.48, 2.92)
C (-7.46, -2.58, 2.24)
O (-6.98, -1.53, 1.84)
O (-9.28, -1.25, 2.98)
O (-6.97, -6.17, 2.55)
H (-5.85, -3.93, 1.67)
H (-10.41, -3.50, 3.88)
H (-8.61, -0.67, 2.56)
H (-7.64, -6.79, 2.90)
C (9.26, -1.05, -2.84)
C (8.70, 0.15, -2.53)
C (8.18, 1.08, -3.63)
O (7.63, 2.11, -3.31)
C (8.36, 0.68, -5.02)
C (8.93, -0.50, -5.29)
C (9.40, -1.44, -4.20)
O (9.88, -2.50, -4.59)
O (9.14, -0.98, -6.51)
O (8.59, 0.54, -1.29)
H (9.62, -1.72, -2.07)
H (8.01, 1.35, -5.79)
H (9.55, -1.86, -6.37)
H (8.22, 1.47, -1.16)
C (-9.64, -10.13, 1.29)
C (-9.58, -11.26, 0.57)
C (-8.61, -11.43, -0.59)
O (-8.65, -12.51, -1.16)
C (-7.73, -10.35, -0.93)
C (-7.79, -9.22, -0.21)
C (-8.75, -9.05, 0.96)
O (-8.70, -7.98, 1.53)
O (-7.03, -8.16, -0.42)
O (-10.34, -12.32, 0.77)
H (-10.32, -10.00, 2.12)
H (-7.05, -10.47, -1.76)
H (-7.26, -7.50, 0.27)
H (-10.07, -12.98, 0.10)


Entry 3:
Density functional theory data (the ωB97M-V functional and the def2-TZVPD basis) for a molecular structure, C46H44AsBF6N7O5S2V.

Gap between HOMO and LUMO (alpha / beta) ... 7.038 / 7.226 eV
Spin multiplicity ... 3
Lowest unoccupied orbital energy (alpha / beta) ... 3.4 / 3.4 eV
HOMO energy (alpha / beta) ... -3.6 / -3.8 eV
Largest force on an atom ... 4.89 eV/Å
⟨S²⟩ ... 2.0229
Charge ... -2

Positions of all 113 atoms, in Å:
V (-0.66, 1.12, -0.21)
S (-2.30, 2.86, 0.58)
C (-2.42, 2.83, -1.12)
C (-2.92, 3.85, -1.92)
C (-3.08, 3.61, -3.27)
C (-2.75, 2.34, -3.76)
C (-2.17, 1.42, -2.92)
N (-1.96, 1.67, -1.62)
H (-3.17, 4.80, -1.48)
H (-3.45, 4.38, -3.94)
H (-2.93, 2.09, -4.80)
H (-1.87, 0.44, -3.28)
C (-5.52, 0.99, 1.57)
C (-5.70, -0.14, 2.54)
C (-6.94, -0.76, 2.66)
C (-7.17, -1.74, 3.61)
C (-6.17, -2.10, 4.50)
C (-4.92, -1.52, 4.38)
C (-4.66, -0.58, 3.38)
N (-3.37, -0.08, 3.26)
C (-2.54, -0.16, 2.13)
N (-3.15, -0.70, 1.04)
C (-2.60, -1.19, -0.16)
C (-1.44, -0.65, -0.73)
C (-0.97, -1.30, -1.88)
C (-1.63, -2.35, -2.47)
C (-2.82, -2.80, -1.93)
C (-3.30, -2.25, -0.76)
C (-4.57, -2.81, -0.17)
N (-1.31, 0.16, 2.19)
C (-0.82, 0.75, 3.36)
C (-1.37, 1.95, 3.82)
C (-0.90, 2.56, 4.97)
C (0.13, 1.97, 5.69)
C (0.68, 0.78, 5.25)
C (0.22, 0.16, 4.10)
C (0.83, -1.14, 3.67)
H (-6.34, 1.69, 1.70)
H (-5.53, 0.65, 0.54)
H (-4.59, 1.53, 1.73)
H (-7.74, -0.44, 2.01)
H (-8.14, -2.22, 3.66)
H (-6.36, -2.83, 5.27)
H (-4.13, -1.80, 5.06)
H (-2.83, -0.03, 4.12)
H (-4.06, -1.10, 1.25)
H (-0.04, -0.96, -2.31)
H (-1.24, -2.82, -3.37)
H (-3.37, -3.61, -2.41)
H (-4.92, -3.63, -0.79)
H (-5.37, -2.08, -0.11)
H (-4.40, -3.21, 0.84)
H (-2.14, 2.43, 3.23)
H (-1.33, 3.49, 5.30)
H (0.50, 2.44, 6.59)
H (1.48, 0.32, 5.80)
H (1.85, -0.96, 3.31)
H (0.26, -1.60, 2.87)
H (0.90, -1.83, 4.52)
F (0.97, 1.35, 1.16)
As (1.51, 3.01, 1.25)
F (0.70, 3.52, -0.24)
F (0.14, 3.55, 2.17)
F (2.15, 4.69, 1.36)
F (2.35, 2.63, 2.78)
F (3.00, 2.61, 0.41)
O (1.83, -8.35, 1.54)
S (3.22, -8.43, 1.97)
O (3.45, -9.33, 3.09)
O (4.19, -8.57, 0.88)
C (3.66, -6.75, 2.54)
N (4.63, -6.60, 3.44)
C (4.98, -5.36, 3.73)
C (4.40, -4.26, 3.13)
C (3.42, -4.52, 2.18)
N (3.06, -5.77, 1.90)
C (2.68, -3.46, 1.48)
C (1.36, -3.69, 1.11)
C (0.66, -2.69, 0.47)
N (1.18, -1.50, 0.18)
C (2.44, -1.28, 0.52)
C (3.23, -2.22, 1.17)
H (5.76, -5.25, 4.48)
H (4.68, -3.25, 3.40)
H (0.91, -4.65, 1.31)
H (-0.37, -2.84, 0.16)
H (2.84, -0.31, 0.26)
H (4.26, -2.00, 1.39)
C (4.88, 2.77, -6.94)
C (4.10, 3.74, -6.04)
C (5.05, 4.83, -5.52)
C (3.02, 4.40, -6.89)
C (3.54, 2.97, -4.85)
C (4.43, 2.32, -4.00)
C (4.03, 1.65, -2.85)
C (2.68, 1.65, -2.56)
O (2.01, 1.11, -1.52)
B (0.67, 1.44, -1.69)
O (0.53, 2.16, -2.89)
C (1.77, 2.30, -3.41)
C (2.18, 2.96, -4.55)
H (5.29, 3.30, -7.80)
H (4.22, 1.99, -7.31)
H (5.70, 2.30, -6.40)
H (5.48, 5.39, -6.35)
H (5.86, 4.40, -4.94)
H (4.51, 5.52, -4.88)
H (3.49, 4.92, -7.73)
H (2.46, 5.13, -6.31)
H (2.33, 3.66, -7.29)
H (5.48, 2.33, -4.22)
H (4.74, 1.17, -2.20)
H (1.44, 3.43, -5.18)


Entry 4:
Density functional theory data (the ωB97M-V functional and the def2-TZVPD basis) for a molecular structure, C46H44AuN3P2S2.

Gap between HOMO and LUMO ... 4.987 eV
Lowest unoccupied orbital energy ... -7.7 eV
HOMO energy ... -12.7 eV
Largest force on an atom ... 1.76 eV/Å
Charge ... +2

Positions of all 98 atoms, in Å:
Au (0.26, 0.13, -0.24)
C (5.59, -5.24, 0.52)
C (4.25, -4.51, 0.39)
C (3.60, -4.93, -0.94)
C (3.34, -4.94, 1.55)
C (4.42, -2.99, 0.35)
C (5.66, -2.38, 0.11)
C (5.79, -1.02, -0.05)
C (4.65, -0.23, 0.01)
S (4.52, 1.49, -0.16)
C (2.83, 1.38, 0.05)
N (2.37, 0.16, 0.25)
C (3.40, -0.81, 0.25)
C (3.30, -2.18, 0.46)
C (1.91, 2.49, 0.00)
C (2.31, 3.83, 0.01)
C (1.36, 4.83, -0.01)
C (0.01, 4.49, -0.04)
C (-0.39, 3.16, -0.06)
C (0.57, 2.16, -0.05)
H (5.41, -6.31, 0.59)
H (6.12, -4.93, 1.43)
H (6.24, -5.07, -0.34)
H (3.44, -6.01, -0.96)
H (4.24, -4.66, -1.79)
H (2.64, -4.43, -1.08)
H (3.32, -6.02, 1.62)
H (2.31, -4.60, 1.39)
H (3.70, -4.54, 2.50)
H (6.55, -2.99, 0.04)
H (6.76, -0.57, -0.22)
H (2.34, -2.59, 0.71)
H (3.37, 4.07, 0.04)
H (1.66, 5.87, 0.00)
H (-0.75, 5.27, -0.04)
H (-1.44, 2.92, -0.07)
C (-4.27, -0.09, -0.40)
P (-2.46, 0.30, -0.40)
C (-2.25, 1.50, -1.75)
C (-2.97, 2.69, -1.87)
C (-2.71, 3.56, -2.92)
C (-1.73, 3.25, -3.86)
C (-1.03, 2.06, -3.77)
C (-1.29, 1.18, -2.72)
C (-2.41, 1.18, 1.20)
C (-3.29, 2.22, 1.54)
C (-3.14, 2.89, 2.74)
C (-2.15, 2.52, 3.65)
C (-1.32, 1.46, 3.36)
C (-1.45, 0.79, 2.15)
P (-4.99, -1.50, -1.37)
C (-4.92, -0.94, -3.11)
C (-4.91, -1.92, -4.11)
C (-4.85, -1.57, -5.45)
C (-4.77, -0.23, -5.82)
C (-4.80, 0.75, -4.84)
C (-4.89, 0.40, -3.50)
C (-6.76, -1.31, -0.98)
C (-7.23, -0.63, 0.14)
C (-8.60, -0.56, 0.40)
C (-9.50, -1.19, -0.44)
C (-9.03, -1.89, -1.55)
C (-7.67, -1.95, -1.82)
H (-4.77, 0.85, -0.68)
H (-4.49, -0.32, 0.64)
H (-3.73, 2.95, -1.15)
H (-3.26, 4.48, -2.99)
H (-1.53, 3.94, -4.68)
H (-0.27, 1.81, -4.50)
H (-0.77, 0.23, -2.68)
H (-4.09, 2.52, 0.87)
H (-3.81, 3.72, 2.97)
H (-2.04, 3.06, 4.58)
H (-0.57, 1.14, 4.07)
H (-0.83, -0.08, 1.95)
H (-4.97, -2.97, -3.82)
H (-4.87, -2.35, -6.21)
H (-4.70, 0.04, -6.86)
H (-4.76, 1.80, -5.12)
H (-4.96, 1.19, -2.76)
H (-6.55, -0.14, 0.82)
H (-8.96, -0.02, 1.26)
H (-10.56, -1.16, -0.23)
H (-9.74, -2.38, -2.21)
H (-7.32, -2.50, -2.68)
C (-1.96, -3.56, -2.42)
N (-1.82, -3.71, -0.97)
C (-2.67, -4.42, -0.14)
C (-2.17, -4.33, 1.11)
N (-1.04, -3.54, 1.01)
C (-0.84, -3.15, -0.25)
S (0.47, -2.23, -0.90)
H (-2.57, -4.37, -2.81)
H (-0.98, -3.58, -2.88)
H (-2.43, -2.61, -2.66)
H (-3.53, -4.95, -0.51)
H (-2.52, -4.74, 2.04)
H (-0.43, -3.30, 1.77)


How do the records compare in total energy? In the order shown, they have -3460.9078 -4249.8570 -7139.3679 -3557.8367 Ha.